ORCA calculation (wB97M-V/def2-TZVPD) on a molecular structure, C26H52BF2LiMgN3NaO18PSSi2 in a non-equilibrium geometry.

Last column: Mulliken charge in e.
Geometry (Å):
C: 2.694 2.967 0.709  -0.766
C: 3.456 2.974 -0.619  0.013
C: 4.226 1.704 -0.973  -1.350
C: 3.519 0.387 -0.689  1.373
C: 3.626 -0.149 0.747  -1.475
C: 2.271 -0.701 1.142  1.311
C: 2.036 -1.128 2.579  -1.781
C: 2.375 -0.147 3.742  -1.120
C: 1.090 0.195 4.502  -1.190
C: 0.451 1.507 4.015  0.155
C: -1.063 1.433 3.850  -0.783
C: -1.573 2.693 3.129  -0.384
Si: -3.349 2.568 2.615  0.454
C: -3.563 3.250 0.854  -1.053
N: -2.535 2.743 -0.101  -0.079
O: -3.923 1.055 2.828  -0.106
Si: -4.425 0.241 1.462  0.512
P: -5.294 -1.786 1.984  0.414
O: -6.577 -1.882 1.230  -0.669
H: 3.354 2.769 1.556  0.318
H: 2.261 3.951 0.888  0.587
H: 1.878 2.230 0.718  -0.225
H: 4.168 3.799 -0.581  0.398
H: 2.756 3.215 -1.421  -0.208
H: 5.203 1.698 -0.479  0.370
H: 4.442 1.749 -2.029  0.495
H: 3.936 -0.368 -1.352  0.485
H: 2.400 0.423 -0.887  -1.839
H: 4.401 -0.931 0.773  0.510
H: 3.951 0.671 1.403  0.663
H: 1.534 0.082 0.910  -0.452
H: 2.107 -1.590 0.530  0.417
H: 2.591 -2.066 2.730  0.742
H: 0.986 -1.409 2.648  0.475
H: 2.797 0.809 3.404  0.718
H: 3.072 -0.663 4.417  0.786
H: 1.295 0.279 5.568  0.651
H: 0.463 -0.673 4.350  -0.122
H: 0.871 1.799 3.042  -0.356
H: 0.721 2.298 4.719  0.278
H: -1.520 1.372 4.837  0.256
H: -1.270 0.505 3.316  0.349
H: -1.002 2.930 2.226  0.088
H: -1.448 3.545 3.804  0.495
H: -4.196 3.491 3.482  -0.383
H: -3.402 4.331 0.943  0.436
H: -4.583 3.146 0.464  0.407
H: -2.969 2.097 -0.754  0.293
H: -2.252 3.521 -0.688  -0.043
H: -5.501 0.946 0.724  -0.204
H: -3.242 0.136 0.600  -0.083
H: -4.394 -2.800 1.606  0.067
H: -5.416 -1.856 3.386  0.114
C: 0.735 5.187 -5.708  -0.533
C: 0.912 4.110 -4.954  -0.377
C: 0.240 3.953 -3.665  0.267
O: 0.522 2.907 -3.067  -0.475
C: -0.661 4.998 -3.175  -0.290
C: -0.859 6.088 -3.917  -0.452
C: -0.175 6.270 -5.246  0.212
O: -0.372 7.265 -5.897  -0.494
H: 1.221 5.327 -6.665  0.491
H: 1.520 3.238 -5.120  0.821
H: -1.134 4.844 -2.212  0.154
H: -1.511 6.895 -3.608  0.460
N: 2.414 0.384 -4.579  0.735
O: 2.317 1.471 -5.131  -0.615
O: 2.082 0.243 -3.381  -0.480
O: 2.825 -0.612 -5.216  -0.794
Na: 4.476 -1.740 -4.919  1.002
Li: 4.604 -0.885 3.170  0.961
C: 5.504 -3.450 -1.350  -0.543
O: 5.259 -2.704 -2.442  -0.646
H: 6.157 -2.975 -0.592  0.196
H: 4.567 -3.697 -0.784  0.103
H: 5.915 -4.457 -1.562  0.297
C: -1.464 -4.202 -2.051  -0.387
C: -2.940 -4.301 -2.450  -0.962
C: -3.618 -2.983 -2.027  -0.570
S: -2.318 -1.742 -2.069  1.182
O: -2.077 -1.258 -0.717  -0.399
O: -2.551 -0.772 -3.124  -0.807
C: -0.996 -2.837 -2.518  -0.440
H: -0.864 -4.993 -2.492  0.366
H: -1.365 -4.278 -0.967  0.218
H: -3.019 -4.425 -3.531  0.310
H: -3.419 -5.158 -1.984  0.448
H: -4.418 -2.672 -2.695  0.429
H: -3.993 -3.032 -1.006  0.134
H: -0.079 -2.504 -2.034  0.191
H: -0.886 -2.792 -3.602  0.392
O: -5.912 5.281 1.993  -0.376
H: -6.624 5.484 1.352  0.449
H: -5.948 4.356 2.342  0.394
H: -5.866 5.937 2.719  0.464
N: -1.379 -2.593 5.453  0.949
O: -2.041 -2.158 4.473  -0.621
O: -1.924 -2.928 6.499  -0.649
O: -0.143 -2.675 5.299  -0.637
Mg: 0.391 1.002 -1.383  1.945
B: 1.816 -7.438 0.517  0.512
O: 2.153 -6.927 -0.864  -0.411
C: 1.057 -6.666 -1.520  0.664
O: 0.971 -6.220 -2.640  -0.692
C: -0.152 -6.992 -0.601  0.663
O: -1.304 -6.827 -0.920  -0.631
O: 0.305 -7.421 0.542  -0.420
F: 2.320 -6.569 1.472  -0.346
F: 2.292 -8.713 0.691  -0.317

Forces on atoms 1 to 6 (eV/Å):
C 0.19 0.22 -0.20
C 0.05 0.13 0.46
C -0.28 0.06 0.07
C 0.52 -0.24 0.16
C -0.05 0.48 0.09
C 0.15 -0.19 0.51

The total energy is -121172.4711 eV. The gap between HOMO and LUMO comes out at 2.09 eV. The value obtained for the lowest unoccupied orbital energy is -6.4 eV. For the molar mass, the calculation gives 916.96 g/mol. Its net charge is +1. For the HOMO energy, the calculation gives -8.5 eV.

ORCA calculation (wB97M-V/def2-TZVPD) on a molecular structure, C26H52Cu2O25S5 in a non-equilibrium geometry.

Last column: Mulliken charge in e.
Geometry (Å):
Cu: 13.692 -1.358 -17.443  2.000
Cu: 18.111 -2.969 -20.317  0.217
S: 15.979 -2.307 -18.729  1.991
O: 14.596 -2.637 -19.062  -1.757
O: 16.614 -1.628 -19.810  -0.459
O: 15.946 -1.498 -17.513  -1.128
O: 16.824 -3.475 -18.596  -0.766
S: 12.702 -0.035 -15.294  1.657
O: 14.066 -0.313 -15.632  -0.704
O: 12.043 -0.600 -16.493  -0.739
O: 12.216 -0.666 -14.072  -0.518
O: 12.359 1.390 -15.033  -0.471
C: 10.514 -2.687 -20.795  -0.305
C: 9.857 -1.533 -20.056  -0.642
C: 10.434 -1.521 -18.685  -0.914
O: 11.800 -2.015 -18.835  1.190
C: 11.590 -3.099 -19.751  -0.111
H: 10.953 -2.301 -21.714  -0.159
H: 9.921 -3.541 -21.121  0.415
H: 8.769 -1.462 -20.073  0.401
H: 10.310 -0.672 -20.546  0.172
H: 9.773 -2.107 -18.046  0.412
H: 10.359 -0.512 -18.280  0.287
H: 11.128 -3.899 -19.174  0.349
H: 12.511 -3.412 -20.243  -0.485
C: 20.359 -0.810 -17.358  -0.031
C: 21.585 -1.334 -18.037  -0.838
C: 21.108 -1.852 -19.403  -0.349
O: 19.713 -1.806 -19.330  -0.106
C: 19.375 -0.698 -18.541  0.149
H: 20.517 0.146 -16.859  0.490
H: 19.994 -1.603 -16.705  -0.340
H: 22.107 -2.115 -17.484  0.356
H: 22.296 -0.507 -18.055  0.275
H: 21.333 -2.912 -19.520  -0.041
H: 21.595 -1.334 -20.229  0.359
H: 18.392 -0.910 -18.120  -0.304
H: 19.467 0.252 -19.067  0.284
C: 14.073 2.470 -19.249  -1.002
C: 14.371 1.593 -20.413  -0.374
C: 13.551 0.359 -20.207  0.147
O: 13.284 0.364 -18.767  0.220
C: 13.099 1.750 -18.378  -0.476
H: 13.730 3.430 -19.632  0.380
H: 15.057 2.713 -18.847  0.267
H: 15.416 1.281 -20.405  0.138
H: 14.125 2.048 -21.372  0.385
H: 13.883 -0.630 -20.522  -0.500
H: 12.587 0.467 -20.705  0.089
H: 13.408 1.907 -17.345  0.175
H: 12.064 2.092 -18.388  0.320
C: 11.769 -4.963 -15.479  -0.722
C: 12.926 -5.565 -16.225  -0.384
C: 13.906 -4.297 -16.151  -0.334
O: 12.997 -3.217 -16.347  -0.096
C: 11.627 -3.533 -15.912  -0.186
H: 11.950 -4.919 -14.405  0.275
H: 10.936 -5.652 -15.619  0.402
H: 12.653 -5.718 -17.269  0.042
H: 13.335 -6.477 -15.791  0.445
H: 14.819 -4.380 -16.740  -0.231
H: 14.295 -4.124 -15.148  0.361
H: 10.976 -3.479 -16.785  -0.321
H: 11.248 -2.842 -15.159  0.411
C: 20.632 -6.000 -18.458  -0.698
C: 20.260 -6.690 -19.777  -0.668
C: 19.510 -5.646 -20.574  -0.465
O: 19.341 -4.580 -19.576  0.707
C: 19.545 -5.061 -18.235  -0.221
H: 21.566 -5.493 -18.700  0.276
H: 20.781 -6.702 -17.638  0.408
H: 19.558 -7.511 -19.634  0.287
H: 21.040 -7.046 -20.451  0.367
H: 18.544 -5.909 -21.006  0.103
H: 20.155 -5.324 -21.391  0.360
H: 18.554 -5.481 -18.059  0.231
H: 19.898 -4.351 -17.488  -0.033
C: 17.867 -2.851 -14.715  0.698
C: 17.092 -1.528 -14.555  0.399
O: 17.270 -1.018 -13.252  -0.324
S: 18.543 -1.677 -12.468  1.003
O: 18.347 -1.761 -11.040  -0.530
O: 19.823 -1.175 -12.920  -0.533
O: 18.188 -3.114 -13.305  -0.508
H: 18.788 -2.802 -15.296  -0.082
H: 17.244 -3.598 -15.207  0.088
H: 16.078 -1.646 -14.935  -0.441
H: 17.318 -0.688 -15.213  0.163
C: 14.449 -5.780 -19.967  1.659
C: 15.850 -6.251 -20.116  0.546
O: 15.809 -7.570 -20.570  -0.499
S: 14.310 -7.913 -21.283  0.992
O: 14.032 -9.271 -20.879  -0.514
O: 14.334 -7.458 -22.678  -0.531
O: 13.550 -6.784 -20.307  -0.398
H: 14.302 -4.968 -20.678  -0.356
H: 14.237 -5.230 -19.050  -0.811
H: 16.589 -6.135 -19.323  -0.102
H: 16.230 -5.589 -20.894  0.020
C: 15.278 -0.618 -23.435  -0.243
C: 14.512 -1.859 -23.029  0.149
O: 13.221 -1.441 -22.796  -0.107
S: 12.745 -0.350 -23.907  1.166
O: 11.791 0.642 -23.378  -0.515
O: 12.453 -1.102 -25.179  -0.604
O: 14.223 0.316 -23.863  -0.413
H: 15.833 -0.882 -24.335  0.372
H: 16.000 -0.141 -22.772  0.220
H: 14.929 -2.275 -22.112  -0.385
H: 14.489 -2.573 -23.853  0.494

Forces on atoms 1 to 6 (eV/Å):
Cu -0.61 0.09 -0.12
Cu 0.29 -0.02 0.64
S -0.01 -1.35 0.69
O -1.75 -0.25 0.04
O 1.15 3.24 -3.79
O -0.85 0.85 1.40

The total energy is -222438.4937 eV. The gap between HOMO and LUMO (alpha / beta) comes out at 8.23 / 4.83 eV. As for the spin multiplicity: 3. The value obtained for the lowest unoccupied orbital energy (alpha / beta) is -0.4 / -3.8 eV. For the molar mass, the calculation gives 1052.10 g/mol. Its net charge is 0. For the HOMO energy (alpha / beta), the calculation gives -8.7 / -8.7 eV.